P:
Density functional theory data (ωB97M-V/def2-TZVPD) for a single C3H6N2O2S molecule.

CARTESIAN COORDINATES (ANGSTROEM)
C1 3.60 -0.29 0.03
O1 2.24 0.12 -0.02
H1 4.18 0.63 -0.31
H2 3.69 -0.69 1.17
H3 -0.52 -1.56 0.11
O2 0.24 1.67 -0.04
S1 -3.01 -0.52 -0.02
H4 -2.10 1.63 0.18
C2 -1.89 0.58 0.06
H5 1.22 1.36 -0.02
C3 0.20 -0.70 -0.03
N1 1.42 -1.00 -0.02
N2 -0.49 0.47 0.00
H6 3.82 -1.15 -0.70

Properties
Total charge = 0
Gap between HOMO and LUMO = 8.5789 eV
Highest occupied orbital energy = -8.65 eV
LUMO = -0.074 eV
Structure (SMILES) = CO/N=C\N(O)C=S

natural (NBO) atomic charge list, values in e, 8 entries: C -0.2604; O -0.4574; H 0.2079; H 0.1951; H 0.2313; O -0.5560; S -0.0014; H 0.2112



Q:
Density functional theory data (ωB97M-V/def2-TZVPD) for a single C3H6N2O2S molecule.

CARTESIAN COORDINATES (ANGSTROEM)
C1 -1.00 0.58 -0.49
S1 -0.47 1.25 2.22
C2 -0.85 -0.92 -0.21
H1 -0.86 2.43 0.21
H2 -0.86 -1.11 0.87
O1 -1.17 0.97 -1.62
H3 0.89 1.00 2.12
H4 -1.68 -1.40 -0.75
N1 -0.92 1.49 0.59
H5 0.33 -2.25 -1.57
C3 0.44 -1.40 -0.90
N2 1.66 -1.01 -0.74
H6 2.70 0.33 0.09
O2 1.79 0.03 0.17

Properties
Total charge = 0
Gap between HOMO and LUMO = 10.2130 eV
Highest occupied orbital energy = -9.65 eV
LUMO = 0.562 eV
Structure (SMILES) = O=C(C/C=N\O)NS

natural (NBO) atomic charge list, values in e, 8 entries: C 0.7033; S 0.1900; C -0.5879; H 0.4067; H 0.2521; O -0.5855; H 0.1165; H 0.2535



R:
Density functional theory data (ωB97M-V/def2-TZVPD) for a molecular structure, C3H6N2O2S.

CARTESIAN COORDINATES (ANGSTROEM)
C1 2.61 -0.72 -0.08
H1 2.90 -1.16 1.15
H2 3.22 0.44 -0.28
N1 0.68 0.91 -0.07
O1 -1.95 1.35 -0.55
H3 2.74 -1.68 -1.07
H4 -0.93 1.33 -0.34
N2 -2.47 0.38 0.20
H5 1.37 2.58 0.32
S1 -0.27 -1.47 -0.16
C2 -1.81 -0.68 0.54
C3 1.13 -0.33 -0.06
O2 1.75 1.72 0.33
H6 -2.43 -1.30 1.23

Properties
Total charge = 0
Gap between HOMO and LUMO = 9.4122 eV
Highest occupied orbital energy = -9.06 eV
LUMO = 0.355 eV

natural (NBO) atomic charge list, values in e, 8 entries: C -0.7406; H 0.2731; H 0.3014; N -0.2293; O -0.5458; H 0.2693; H 0.4755; N -0.0633



Stability, descending: Q, P, R



P:
Density functional theory data (ωB97M-V/def2-TZVPD) for a single C3H6N2O2S molecule.

CARTESIAN COORDINATES (ANGSTROEM)
H1 0.35 -0.37 3.11
O1 0.87 0.17 -2.52
H2 -1.21 -1.21 2.14
S1 2.34 -1.28 1.49
C1 0.69 -0.94 1.15
N1 0.38 -0.80 -0.19
O2 -1.01 1.53 -2.53
C2 -0.03 0.65 -1.93
H3 0.10 1.48 0.05
H4 -1.82 1.36 -1.75
H5 1.23 -0.83 -0.69
N2 -0.18 -0.46 2.09
C3 -0.36 0.47 -0.42
H6 -1.35 0.24 -0.02

Properties
Total charge = 0
Gap between HOMO and LUMO = 8.3862 eV
Highest occupied orbital energy = -8.56 eV
LUMO = -0.171 eV
Structure (SMILES) = NC(=S)NCC(=O)O

natural (NBO) atomic charge list, values in e, 8 entries: H 0.4399; O -0.5227; H 0.4021; S -0.2264; C 0.2935; N -0.6217; O -0.6881; C 0.7993



Q:
Density functional theory data (ωB97M-V/def2-TZVPD) for a single C3H6N2O2S molecule.

CARTESIAN COORDINATES (ANGSTROEM)
H1 1.28 1.71 -1.20
H2 2.43 -0.92 1.48
N1 1.55 -0.34 -0.65
C1 -2.00 -0.85 0.15
N2 -0.59 -1.05 -0.17
H3 -2.35 0.16 0.01
H4 -2.18 -1.14 1.20
C2 -0.04 1.38 0.11
H5 -2.56 -1.51 -0.46
O1 -0.88 1.75 0.91
O2 0.68 2.23 -0.62
C3 0.24 -0.09 -0.19
H6 1.60 -1.26 -1.05
S1 2.82 -0.07 0.48

Properties
Total charge = 0
Gap between HOMO and LUMO = 10.4019 eV
Highest occupied orbital energy = -10.03 eV
LUMO = 0.373 eV
Structure (SMILES) = C/N=C(/NS)C(=O)O

natural (NBO) atomic charge list, values in e, 8 entries: H 0.5038; H 0.1024; N -0.7817; C -0.4390; N -0.3920; H 0.2054; H 0.2163; C 0.7191



Stability, descending: Q, P



P:
Density functional theory data (ωB97M-V/def2-TZVPD) for a single C3H7N3O molecule.

CARTESIAN COORDINATES (ANGSTROEM)
H1 1.27 -1.22 -0.95
H2 0.73 0.56 -2.13
H3 -0.48 0.65 2.62
N1 0.94 -1.61 -0.08
O1 0.42 -1.25 2.08
H4 -0.51 -0.69 -1.80
N2 -0.54 1.02 -0.52
H5 -0.96 0.87 -2.54
H6 -1.10 1.96 1.70
H7 1.34 -2.49 0.21
C1 0.43 -0.85 0.93
C2 -0.31 0.39 -1.80
C3 -0.21 0.51 0.60
N3 -0.45 1.20 1.77

Properties
Total charge = 0
Gap between HOMO and LUMO = 9.9713 eV
Highest occupied orbital energy = -9.08 eV
LUMO = 0.896 eV
Structure (SMILES) = C/N=C(/N)C(N)=O

natural (NBO) atomic charge list, values in e, 8 entries: H 0.4038; H 0.1834; H 0.4119; N -0.8115; O -0.6055; H 0.1866; N -0.4815; H 0.2101



Q:
Density functional theory data (ωB97M-V/def2-TZVPD) for a single C3H7N3O molecule.

CARTESIAN COORDINATES (ANGSTROEM)
H1 0.37 2.99 1.04
N1 -0.76 -0.50 -0.32
C1 0.72 1.16 0.93
H2 0.34 -0.88 -2.06
C2 0.09 -1.11 0.59
H3 -1.26 0.31 0.00
H4 1.19 1.24 -0.05
H5 -1.15 0.06 -2.26
H6 -1.24 -1.70 -2.00
N2 0.65 -0.16 1.42
C3 -0.70 -0.79 -1.73
O1 0.33 -2.30 0.63
H7 1.19 -0.45 2.22
N3 0.23 2.14 1.58

Properties
Total charge = 0
Gap between HOMO and LUMO = 10.4221 eV
Highest occupied orbital energy = -9.69 eV
LUMO = 0.730 eV
Structure (SMILES) = [H]/N=C/NC(=O)NC

natural (NBO) atomic charge list, values in e, 8 entries: H 0.3412; N -0.6647; C 0.2675; H 0.1948; C 0.7853; H 0.4016; H 0.1538; H 0.2031



R:
Density functional theory data (ωB97M-V/def2-TZVPD) for a single C3H7N3O molecule.

CARTESIAN COORDINATES (ANGSTROEM)
C1 1.91 0.13 0.14
N1 3.03 0.29 -0.26
C2 -0.36 -0.71 0.39
H1 -2.10 1.25 0.81
H2 -1.15 -2.41 -0.35
H3 3.50 1.14 -0.52
N2 0.92 -0.20 0.75
H4 -0.94 -0.75 1.33
C3 -1.42 1.37 -0.04
H5 -0.55 1.97 0.27
N3 -0.23 -2.04 -0.13
H6 0.32 -2.02 -0.98
O1 -1.02 0.12 -0.55
H7 -1.93 1.88 -0.86

Properties
Total charge = 0
Gap between HOMO and LUMO = 10.6499 eV
Highest occupied orbital energy = -9.77 eV
LUMO = 0.877 eV
Structure (SMILES) = CO[C@@H](N)N=C=N

natural (NBO) atomic charge list, values in e, 8 entries: C 0.6786; N -0.7331; C 0.3883; H 0.1665; H 0.3698; H 0.4060; N -0.5464; H 0.1597



Stability, descending: P, Q, R



P:
Density functional theory data (ωB97M-V/def2-TZVPD) for a molecular structure, C3H7N3O.

CARTESIAN COORDINATES (ANGSTROEM)
H1 1.98 -1.14 1.79
H2 -1.30 2.74 0.45
H3 -0.63 -1.98 -1.07
C1 0.87 -0.56 -0.05
H4 -2.85 1.44 0.15
C2 -1.76 1.63 0.59
H5 1.13 -1.34 -1.78
H6 -1.91 1.19 1.50
H7 -0.53 0.69 -1.16
N1 0.34 0.25 0.76
N2 -0.67 0.76 -0.04
C3 2.06 -1.12 0.47
N3 0.24 -0.95 -1.35
O1 3.03 -1.61 -0.26

Properties
Total charge = 0
Gap between HOMO and LUMO = 8.3724 eV
Highest occupied orbital energy = -8.39 eV
LUMO = -0.020 eV

natural (NBO) atomic charge list, values in e, 8 entries: H 0.1443; H 0.2108; H 0.3939; C 0.1314; H 0.2098; C -0.4232; H 0.4004; H 0.2092



Q:
Density functional theory data (ωB97M-V/def2-TZVPD) for a single C3H7N3O molecule.

CARTESIAN COORDINATES (ANGSTROEM)
H1 0.33 0.49 1.21
H2 1.36 -0.85 1.43
H3 -2.27 -0.83 -1.33
H4 2.74 -0.14 -0.47
C1 0.00 -0.67 -0.27
C2 -2.26 -0.15 -0.48
O1 0.39 -1.45 -1.11
C3 2.23 0.57 0.19
H5 -4.07 0.29 -0.62
N1 -1.04 -0.01 0.15
N2 1.07 -0.11 0.79
H6 1.86 1.41 -0.41
H7 2.91 0.93 0.96
N3 -3.26 0.51 -0.05

Properties
Total charge = 0
Gap between HOMO and LUMO = 9.3411 eV
Highest occupied orbital energy = -8.89 eV
LUMO = 0.453 eV
Structure (SMILES) = [H]/N=C/N=C(\[O-])[NH2+]C

natural (NBO) atomic charge list, values in e, 8 entries: H 0.4719; H 0.4105; H 0.1413; H 0.2320; C 0.7625; C 0.2584; O -0.6283; C -0.4229



Stability, descending: Q, P